This record from the OMol25 dataset describes C4H7N as an isolated structure at a distorted geometry. The level of theory is ωB97M-V with the def2-TZVPD basis set.

Each line ends with the Mulliken charge.
Geometry (Å):
C -0.830 0.842 0.047  -0.577
C -0.067 -0.436 0.504  0.253
H 0.037 -0.585 1.521  0.373
C -1.952 -0.073 -0.093  0.039
H 1.709 -1.656 0.134  0.277
H -3.000 0.282 -0.275  0.308
H -0.780 1.746 0.705  0.295
C 1.304 -0.628 -0.173  -1.364
N -1.439 -1.221 0.048  -0.599
H -0.311 1.039 -0.900  0.217
H 2.037 0.119 0.185  0.320
H 1.339 -0.519 -1.157  0.459

HOMO energy ... -9.68 eV
Energy relative to the best compared isomer or geometry (same formula, charge and spin) ... 51.6 kcal/mol
HOMO-LUMO gap ... 10.8 eV